# C3H7N4

A gas-phase ion, C3H7N4 (charge +1) (the ωB97M-V functional and the def2-TZVPD basis, the OMol25 dataset).

Each line ends with the Mulliken charge.
Atoms and positions in Å:
C 1.91857 0.11238 -0.19917  -0.076
N 1.41502 1.26459 0.04714  -0.388
H -0.74768 -1.92498 -0.01872  0.392
H -1.95853 1.39711 -0.59658  0.287
H 1.44455 -1.88409 -0.66148  0.292
H 2.84677 0.03450 -0.62190  0.460
N 1.19909 -0.99294 -0.13620  -0.218
C -0.21156 -1.06591 0.41588  -0.355
H -0.33521 2.21877 0.04508  0.444
N -1.99123 0.42784 -0.37429  -0.543
C 0.08113 1.27661 0.14082  -0.307
N -0.79794 0.27715 0.19556  0.418
H -2.68249 0.07204 0.25872  0.313
H -0.18050 -1.21307 1.50513  0.280

Its HOMO energy (alpha / beta) is -11.01 / -15.05 eV. The expectation value of S² is 2.008. The orbital gap (alpha / beta) is 7.82 / 7.20 eV. The LUMO energy (alpha / beta) is -3.188 / -7.855 eV. Its multiplicity is 3. Its charge is +1.

=====

# C22H25N2O2ReS4

A molecular structure, C22H25N2O2ReS4 (the ωB97M-V functional and the def2-TZVPD basis, the OMol25 dataset).

Each line ends with the Mulliken charge.
Atoms and positions in Å:
C 2.39387 -3.72040 -2.73937  -0.942
H -2.19421 5.56949 -0.75283  0.447
H 1.46085 1.32767 4.10745  0.530
C 1.55256 -4.41042 -0.58885  -1.171
H 1.97572 0.41642 -3.34984  0.520
H 4.28894 -5.56102 -2.10938  0.403
H 3.03991 -3.89212 -3.59085  0.463
C 2.41279 -4.62279 -1.66860  0.789
C 1.54536 -2.63890 -2.74505  -0.659
S -0.41743 -1.16615 2.12308  -0.080
C -2.10052 -1.73311 2.52099  -0.744
C 1.04256 3.67291 -3.48062  -0.733
H -3.97820 -1.07865 1.66012  0.468
C 0.17102 -0.35360 3.63398  -0.399
H -0.67067 2.74591 4.25904  0.532
C 1.07246 0.79697 3.23691  -0.951
C 1.68127 2.50006 -3.82117  -1.111
C 0.70040 -3.32594 -0.55362  0.070
N -0.91411 2.46564 -0.57774  0.122
S -0.35324 -1.12656 -1.70959  1.205
C -0.63340 4.83738 -2.04130  -0.440
H 2.33943 2.47111 -4.67802  0.459
H 1.49873 -1.99143 -3.61027  0.538
C 1.47345 1.33411 -3.07304  -0.259
O -1.34791 -1.17046 -0.57198  -0.778
H -1.25671 3.67626 2.90497  0.479
H -0.54179 5.75352 -2.61289  0.520
H -2.40205 3.44670 0.47677  0.555
C -1.10278 2.65787 3.26015  -0.793
H 1.54098 -5.12313 0.22559  0.429
S -2.81892 0.94287 1.77757  -0.035
H 2.87451 -6.57610 -2.37751  0.336
H -2.44290 1.16648 4.12601  0.532
H -2.26215 -2.56874 1.84198  0.358
O -0.82571 -0.87195 -3.02074  -0.550
H -3.78681 -0.57261 3.32203  0.485
C -1.66905 3.54777 -0.31308  0.123
N 0.32331 0.33796 -1.09715  0.021
H 0.72005 -1.09260 4.21823  0.553
H 3.43169 -6.27285 -0.73233  0.391
C -3.25021 -0.71464 2.38416  -0.675
H -0.68632 -0.02760 4.21860  0.248
Re -0.81057 0.64844 0.49362  0.513
C 0.15365 3.72373 -2.36828  0.523
C 0.71575 -2.43252 -1.62928  0.665
S 0.22712 2.01324 2.19022  0.102
C -0.01390 2.56526 -1.60790  0.952
H 1.93121 0.46879 2.64777  0.420
H 1.18589 4.56448 -4.07839  0.478
H -3.23777 2.57450 3.45317  0.539
C 0.65446 1.37712 -1.95481  -0.019
C 3.30816 -5.82382 -1.71519  -1.442
C -2.41227 1.87933 3.30470  -0.937
C -1.55242 4.73913 -1.01057  -1.147
H -2.04385 -2.14836 3.52779  0.661
H 0.00977 -3.20463 0.26538  0.442

Its HOMO energy (alpha / beta) is -17.36 / -17.43 eV. The expectation value of S² is 0.915. The orbital gap (alpha / beta) is 5.67 / 6.37 eV. The LUMO energy (alpha / beta) is -11.691 / -11.058 eV. Its multiplicity is 2. Its charge is +3.

=====

# C3H7N3O

A single C3H7N3O molecule (the ωB97M-V functional and the def2-TZVPD basis, the OMol25 dataset).

Each line ends with the Mulliken charge.
Atoms and positions in Å:
H -1.29232 2.25535 0.43638  0.227
H 0.31238 0.90681 2.13395  0.348
H -0.91508 0.56092 -2.33467  0.224
C 0.53203 0.34502 1.23720  -0.576
O 1.80417 -0.18410 1.22426  -0.487
H 2.27941 0.08461 2.01882  0.340
C -0.28765 0.46763 0.16088  0.614
N -1.41972 1.28596 0.18663  -0.571
H -2.02921 1.15428 -0.60676  0.260
N -0.55297 -0.36563 -2.13187  -0.773
N 0.41728 -1.70003 -0.53520  -0.418
H 0.54606 -2.03542 0.40316  0.199
H 0.82150 -2.24030 -1.28345  0.222
C -0.21588 -0.53511 -0.90935  0.390

Its HOMO energy is -7.90 eV. The orbital gap is 8.55 eV. The LUMO energy is 0.651 eV. Its charge is 0.

=====

# C19H43FN4O7S4

4 unconnected molecules or ions with the total composition C19H43FN4O7S4 (the ωB97M-V functional and the def2-TZVPD basis, the OMol25 dataset).

Each line ends with the Mulliken charge.
Atoms and positions in Å:
H -4.22563 2.21287 -0.80693  0.322
H -0.20596 1.59094 -1.53965  -0.142
H 4.59387 0.52570 7.78970  0.388
N -4.38137 2.04363 0.18873  -0.745
H 0.38952 3.80635 -2.49909  0.401
H -0.69448 6.24219 1.03162  0.294
H 0.68358 -2.13449 1.46676  0.148
O 0.04332 0.20688 -3.97370  -0.755
H -1.04820 -0.86649 1.33374  -0.425
C -3.84450 0.70184 0.42324  0.534
S 3.09067 1.21941 6.06038  0.481
C -1.46399 -3.10981 -0.53946  -1.412
H -2.82763 -6.05939 -2.74469  0.285
C -1.43142 -1.57549 -0.71997  0.097
H -0.15984 -0.72464 -3.83376  0.356
O -4.58270 -0.17020 0.69024  -0.431
O -0.30536 -4.59222 -2.99058  -0.633
H 2.70309 -0.20292 -2.02821  0.528
H 4.41503 -0.69886 6.51170  0.315
C 0.96153 -1.16789 -1.10008  1.485
H -1.54918 -5.18494 -6.29009  0.389
O 0.12658 5.30778 -1.51746  -0.651
C -2.34729 -6.11946 -3.71961  -1.066
S 0.62034 6.58913 -0.94214  0.452
H -3.10618 -6.21678 -4.49613  0.403
H -0.36650 8.75934 -0.76513  0.394
C -1.82499 -0.84754 0.58120  0.044
H 1.00363 5.75161 1.24502  0.313
S -1.42535 -4.60023 -3.97474  0.656
H -0.45220 2.83115 -3.57151  0.242
H -2.31416 -1.39363 -1.33205  0.719
C 1.45867 -1.37062 1.46668  -0.442
H -3.71261 2.67301 0.63602  0.326
C 2.55292 -2.86855 -1.04418  0.255
H -1.85586 1.28759 0.88459  0.442
H 1.64474 1.48931 7.95458  0.314
C 1.39787 -0.57646 2.78774  -1.527
C 3.88450 0.01640 7.13699  -0.984
C 0.34298 6.51138 0.83210  -0.954
C -2.34834 0.55558 0.24570  -1.116
H -0.79474 -3.64285 -1.21611  0.489
H 1.70043 2.94013 6.92421  0.310
H -0.86316 -4.48620 0.84924  0.223
H -3.43631 -3.21669 -0.30667  0.439
O 2.02200 0.50526 5.31584  -0.520
H -0.16098 -5.97358 -5.48081  0.303
H -1.66723 -6.97155 -3.74412  0.329
H 1.82022 -1.32547 -3.10327  0.326
C 1.44750 -0.48267 0.20790  -0.546
H 3.05475 2.59001 8.02376  0.386
H 0.57670 7.47863 1.27708  0.386
H 3.12988 -0.50298 7.72805  0.305
H 0.37604 -0.57323 3.15162  0.280
N 0.41855 2.96181 -3.07024  -0.671
H 1.47528 2.04893 -1.57653  0.290
H -1.60500 7.47868 -0.93929  0.314
O -2.78023 -3.60134 -0.90446  -0.574
N -1.24066 -3.54813 0.83203  -0.371
F 0.73818 0.66861 0.51048  -0.384
C 1.73184 -0.57055 -2.32618  -1.765
C 2.29380 2.14954 7.37895  -1.001
C -0.73817 -5.05321 -5.57384  -1.027
H -0.65779 8.00736 -2.35112  0.319
H -0.08784 -4.24582 -5.90471  0.324
H 2.47873 -0.17280 0.06352  0.785
O -0.36269 -1.01299 -1.45082  0.370
H 1.84055 1.01047 -3.69832  0.474
C 0.62526 1.79192 -2.21413  -0.353
C -0.63144 7.83432 -1.27726  -1.001
N 1.42735 -2.60562 -1.00560  -0.350
H 1.78861 0.42969 2.71135  0.286
H 2.40699 -1.90745 1.45652  0.571
S 4.09818 -3.13095 -1.11880  -0.382
H -2.11148 -3.55637 1.34360  0.247
H 2.00163 -1.08887 3.52501  0.447
C 1.05312 0.61143 -3.05288  0.228
H -2.14694 0.74028 -0.80744  0.158
H -2.66005 -1.41923 0.98582  1.057

Its HOMO energy is -8.14 eV. The orbital gap is 8.54 eV. The LUMO energy is 0.399 eV. Its charge is 0.

=====

Molar mass (Da)
99.1; 663.9; 101.1; 586.8